[1]
52
Properties=species:S:1:pos:R:3:lowdin_spin:R:1 method="wB97M-V/def2-TZVPD" spin_multiplicity=5 charge=+2 homo_ev="-13.457 / -14.422" orbital_gap_ev="7.8 / 4.6" s_squared=6.04 relative_energy_kcal_mol=29.56
Pd 0.48520 -0.32779 0.10486 1.271
O 0.96522 2.97284 -2.07295 0.090
C 1.25163 1.77387 -2.04137 0.012
O 0.35036 0.84518 -1.92959 0.268
C 2.63659 1.25873 -2.06289 0.063
C 3.27875 0.86919 -3.22252 0.005
C 4.55710 0.23119 -3.17506 0.157
C 5.19740 -0.10838 -2.00204 0.010
C 4.48218 0.11943 -0.82198 0.135
C 3.25173 0.83522 -0.83650 0.179
S 2.45351 0.98293 0.72276 0.865
H 2.89912 1.07261 -4.22221 -0.001
H 5.12709 0.00582 -4.11756 0.006
H 6.26828 -0.48619 -1.92615 -0.001
H 4.75044 -0.26714 0.14610 0.008
C 0.32604 3.56655 1.36528 0.067
As -0.67788 1.91718 0.75110 0.254
C -1.85532 2.28723 -0.75617 0.037
C -2.03171 1.44742 2.04058 0.027
C -2.87013 2.42401 2.55758 0.010
C -4.11314 2.13716 3.07948 0.002
C -4.52676 0.78348 3.09726 0.002
C -3.67239 -0.25855 2.73795 0.004
C -2.43193 0.14042 2.17211 0.008
As -1.47913 -1.10671 1.06028 0.183
C -1.35858 -2.55515 2.39068 0.066
C -3.00562 -1.74586 0.00300 0.050
H 1.36537 3.29568 1.40675 0.011
H -0.03946 3.82712 2.35993 0.005
H 0.05538 4.41187 0.67545 0.004
H -1.25124 2.80255 -1.49659 0.000
H -2.70683 2.86303 -0.37688 0.008
H -2.24098 1.31287 -1.09634 0.001
H -2.53817 3.47831 2.48847 0.001
H -4.77570 2.97181 3.40976 0.000
H -5.57342 0.46646 3.34974 0.000
H -4.07916 -1.25797 2.66123 0.000
H -1.56808 -2.19063 3.37665 0.003
H -0.29968 -2.89101 2.29483 0.002
H -2.09168 -3.29097 2.07550 0.006
H -2.71914 -2.69562 -0.45335 0.000
H -3.12617 -1.07649 -0.82106 0.000
H -3.90568 -1.85257 0.60406 0.007
I 0.60764 -5.32900 -3.37067 0.003
C 1.22287 -3.69556 -2.17451 0.004
C 2.27214 -3.90283 -1.27246 0.041
N 2.40405 -2.81171 -0.42681 0.005
N 1.58176 -1.87168 -0.89320 0.090
C 1.00880 -2.32100 -2.04316 0.029
H 2.81175 -4.75949 -1.11820 0.003
H 2.95403 -2.63242 0.45828 0.001
H 0.37355 -1.66542 -2.65944 0.000



[2]
15
Properties=species:S:1:pos:R:3:mulliken_charge:R:1 method="wB97M-V/def2-TZVPD" charge=-1 homo_ev="-3.516 / -3.516" smiles="O=[S@@H]([O-])=C1C=NCCO1" orbital_gap_ev="7.2 / 7.2" relative_energy_kcal_mol=173.11
C 0.23477 -0.77901 1.08757 -0.347
C 0.34285 -0.71326 -0.28290 0.193
C -1.51374 0.70589 1.07111 -0.474
C -0.85289 1.40008 -0.12131 -0.456
N -0.75239 -0.17414 1.77373 -0.733
O 3.08718 0.23174 -1.79598 -0.699
O 2.29305 -2.47682 -0.68383 -0.587
O -0.32601 0.43169 -0.98609 -0.336
S 1.76797 -1.20718 -1.17028 0.635
H 0.81139 -1.46474 1.60415 0.470
H -1.83672 1.34154 1.83727 0.374
H -2.42030 0.15093 0.49224 0.224
H -1.70574 1.90019 -0.66762 0.250
H -0.19735 2.15403 0.14946 0.358
H 1.06793 -1.50093 -2.30751 0.127



[3]
110
Properties=species:S:1:pos:R:3:mulliken_charge:R:1 method="wB97M-V/def2-TZVPD" homo_ev=-8.277 orbital_gap_ev=8.5 relative_energy_kcal_mol=44.32
C -2.97916 2.88397 -4.57277 -0.854
S -1.24400 2.54358 -4.76325 0.345
O -0.57395 3.15345 -3.54902 -0.513
C -1.55543 0.77201 -4.44998 -0.514
H -3.15725 3.84810 -4.09663 0.353
H -3.56433 2.11340 -4.02610 0.192
H -3.41002 2.97263 -5.61165 0.333
H -1.92355 0.66883 -3.41862 -0.121
H -0.61090 0.22090 -4.51055 0.207
H -2.28702 0.39226 -5.15792 0.538
C 2.71348 -1.38821 3.68772 -1.001
S 1.99067 -0.79020 2.13768 0.962
O 2.80341 0.41223 1.68383 -0.672
C 2.44333 -2.15188 1.04242 -0.472
H 3.63174 -2.00808 3.38330 0.304
H 1.81767 -1.86509 4.20472 0.180
H 3.00175 -0.49430 4.23518 0.442
H 3.50145 -2.37371 1.16257 0.546
H 2.04221 -1.74822 0.07475 -0.320
H 1.82077 -3.04781 1.26576 0.117
C 3.94660 5.90760 -2.75551 -1.251
S 2.69163 5.54476 -1.62082 0.773
O 3.27574 4.60961 -0.57305 -0.662
C 2.66156 7.15685 -0.78749 -1.063
H 3.57583 6.58233 -3.48807 0.491
H 4.22522 4.95520 -3.29419 0.259
H 4.81826 6.27386 -2.35728 0.416
H 3.11185 7.92441 -1.51990 0.381
H 3.32961 7.05689 0.06016 0.288
H 1.65061 7.40286 -0.42923 0.310
C -0.39139 -2.18380 -0.89688 0.425
S -1.83753 -1.20646 -1.14362 0.381
O -2.84296 -1.67441 -0.11809 -0.538
C -1.20072 0.37835 -0.57671 -0.373
H -0.01823 -2.04446 0.09724 -0.552
H 0.38880 -1.84011 -1.58121 0.211
H -0.64563 -3.28762 -1.13149 -0.009
H -0.81345 0.27562 0.44110 0.103
H -1.98672 1.13198 -0.69464 0.561
H -0.29390 0.66459 -1.15491 -0.052
C -1.53782 -0.96388 4.59422 -0.936
S -1.22699 0.63551 3.82478 1.046
O -0.02098 1.19582 4.48566 -0.737
C -2.66481 1.39779 4.62382 -1.250
H -2.54463 -1.19910 4.38223 0.472
H -1.53639 -0.87257 5.69877 0.469
H -0.78580 -1.67898 4.32153 -0.114
H -3.40394 0.67963 5.00100 0.363
H -3.23219 2.08300 3.98322 0.339
H -2.29366 2.02722 5.44401 0.356
C -1.64063 -4.01207 2.59761 -0.477
S 0.06961 -4.63337 2.95762 0.597
O 0.50074 -3.76374 4.07987 -0.698
C -0.54607 -6.25390 3.63656 -1.063
H -2.26036 -4.04010 3.53716 0.463
H -2.13227 -4.62404 1.81854 0.162
H -1.44581 -3.00002 2.26601 -0.111
H -1.34299 -6.00948 4.31516 0.333
H 0.20679 -6.63827 4.29043 0.431
H -0.71350 -6.94029 2.75815 0.278
C 2.09417 1.68173 -1.73219 -0.220
S 2.48582 0.15974 -2.64540 0.405
O 1.13330 -0.44323 -2.77220 -0.710
C 2.83802 0.92706 -4.20888 -0.988
H 1.23483 2.15806 -2.22042 0.279
H 2.97993 2.29535 -1.62562 0.390
H 1.77313 1.31896 -0.74578 -0.239
H 3.03178 0.17243 -5.01536 0.395
H 3.84880 1.30659 -3.95908 0.398
H 2.12205 1.67283 -4.51514 0.207
C 6.64579 0.12416 -0.72578 -0.842
S 6.09803 1.71964 -1.25126 0.264
O 5.41493 1.49918 -2.53022 -0.552
C 4.94308 2.06235 0.05922 0.190
H 5.78487 -0.58190 -0.74545 0.140
H 7.11543 0.25054 0.26327 0.360
H 7.33833 -0.29943 -1.51472 0.342
H 5.42881 2.30249 1.04525 0.535
H 4.17931 1.29083 0.19924 -0.119
H 4.59062 3.06698 -0.18684 -0.217
C -3.64689 -7.40373 -0.45429 -1.065
S -2.25384 -6.24588 -0.46662 0.848
O -1.06747 -7.00452 -0.02579 -0.698
C -2.21657 -6.23205 -2.28528 -1.097
H -3.22731 -8.35940 -0.69056 0.371
H -4.51783 -7.10256 -1.10097 0.339
H -4.03626 -7.43305 0.60958 0.284
H -3.11305 -5.81274 -2.74321 0.388
H -1.87090 -7.21967 -2.60404 0.370
H -1.39751 -5.50502 -2.52611 0.293
C 1.39056 3.51623 2.16815 -0.261
S 0.27254 4.79587 1.70541 0.307
O 0.95571 6.14131 1.33613 -0.613
C -0.18928 4.01876 0.06402 -0.169
H 1.01723 2.49456 1.98595 -0.052
H 1.62642 3.64643 3.19838 0.498
H 2.26139 3.69183 1.58267 0.015
H -0.79277 4.73242 -0.50671 0.414
H -0.81736 3.12047 0.14524 0.295
H 0.73415 3.84381 -0.45343 -0.542
C -6.22514 -1.49592 -0.87090 -0.821
S -6.03108 0.28961 -0.30912 0.575
O -7.36436 0.84491 -0.05381 -0.675
C -5.37554 0.05046 1.34400 -0.901
H -6.36318 -2.18743 -0.03284 0.274
H -5.32751 -1.74144 -1.43549 0.193
H -7.04309 -1.39093 -1.58157 0.399
H -4.39927 -0.42636 1.37124 0.228
H -6.16891 -0.48406 1.92090 0.396
H -5.44822 1.04263 1.72323 0.309



[4]
78
Properties=species:S:1:pos:R:3:lowdin_spin:R:1 method="wB97M-V/def2-TZVPD" spin_multiplicity=6 charge=+2 homo_ev="-13.298 / -13.328" orbital_gap_ev="8.1 / 5.4" s_squared=8.80
Fe 0.43750 -0.77289 -0.55675 3.738
C 3.42051 -2.74705 -0.73650 0.000
C 2.40882 -2.73814 -1.88802 0.004
N 0.97274 -2.69166 -1.54963 0.044
C 0.25007 -2.82369 -2.87386 0.005
C 0.45560 -1.62741 -3.81680 0.002
C 0.61580 -3.65782 -0.54503 0.011
C -0.86678 -3.53870 -0.14261 0.045
N -1.26217 -2.15807 -0.40836 0.480
C -2.50989 -1.89870 -0.74001 0.057
C -2.70965 -0.77885 -1.59218 0.111
F -1.62905 -0.12053 -2.01621 0.040
C -3.95264 -0.52137 -2.12745 -0.009
F -4.16774 0.40664 -3.03501 -0.014
C -5.05190 -1.23742 -1.65947 0.165
C -4.88055 -2.27173 -0.74580 -0.010
F -5.89877 -2.97558 -0.31223 -0.016
C -3.62009 -2.62268 -0.29573 0.114
F -3.51329 -3.53938 0.64874 0.037
H 4.42930 -2.82777 -1.14176 0.000
H 3.35249 -1.81570 -0.17505 0.000
H 3.32414 -3.59993 -0.01840 0.000
H 2.59920 -1.86032 -2.51931 0.000
H 2.61538 -3.64072 -2.48178 0.002
H 0.60284 -3.71710 -3.33953 0.001
H -0.82845 -2.93439 -2.62324 0.001
H 1.46669 -1.60864 -4.23016 0.000
H -0.16809 -1.70987 -4.68861 0.000
H 0.28532 -0.68621 -3.31384 0.001
H 0.79389 -4.66792 -0.94281 0.001
H 1.28124 -3.47291 0.28753 0.000
H -1.55365 -4.26999 -0.56950 0.006
H -0.88598 -3.64920 0.97168 0.024
H -6.03670 -1.04230 -2.08191 0.007
C 3.54816 0.99021 -3.15138 0.002
C 2.92159 0.82771 -1.78762 0.009
O 1.77264 0.36950 -1.62699 0.049
N 3.60875 1.17886 -0.72124 0.006
C 2.99560 1.31348 0.62085 0.001
C 2.87860 0.05892 1.51649 0.002
C 3.71603 -0.01767 2.60145 0.001
C 3.46711 -0.93614 3.62016 -0.001
C 2.36192 -1.74053 3.45784 0.001
C 1.63894 -1.68207 2.27390 0.002
N 1.86298 -0.81062 1.30234 0.029
H 4.00150 0.01132 -3.43582 0.000
H 4.33645 1.72406 -3.12115 0.000
H 2.75156 1.25550 -3.85835 0.000
H 4.44640 1.68140 -0.88820 0.000
H 1.98672 1.64860 0.37375 0.001
H 3.53611 2.11901 1.12372 0.000
H 4.55105 0.69469 2.73268 0.000
H 4.05700 -0.99435 4.51914 0.000
H 2.13704 -2.50592 4.19925 0.000
H 0.82006 -2.34638 2.08608 0.001
C -2.90557 0.94327 1.02459 0.007
As -0.98379 1.14879 0.83496 0.024
C -0.61208 1.56272 2.74078 0.004
C -0.90589 3.01410 0.13764 0.007
C -1.52392 4.08773 1.03983 0.001
C -0.80568 4.74000 2.03055 0.001
C -1.38048 5.64830 2.93639 0.000
C -2.75838 5.87517 2.87229 0.001
C -3.47772 5.23168 1.87251 0.000
C -2.89505 4.39944 0.94622 0.001
H -3.24973 1.78797 1.61675 0.001
H -3.22084 0.01449 1.49740 0.000
H -3.50252 0.96399 0.08120 0.001
H -1.26240 2.38911 2.93720 0.001
H 0.37251 1.84157 2.97135 0.000
H -0.89394 0.76708 3.39874 0.000
H -1.37305 2.93240 -0.82761 0.000
H 0.17663 3.19637 -0.07563 0.000
H 0.23807 4.49986 2.13853 0.000
H -0.82197 6.10506 3.71582 0.000
H -3.34752 6.47756 3.55665 0.000
H -4.57050 5.41624 1.80382 0.000
H -3.46853 3.93556 0.17269 0.000



[5]
34
Properties=species:S:1:pos:R:3:mulliken_charge:R:1 method="wB97M-V/def2-TZVPD" charge=-1 homo_ev=-7.025 orbital_gap_ev=10.0 relative_energy_kcal_mol=104.02
N -0.52044 -0.83639 -0.21177 0.853
O -1.04572 -1.70092 0.65470 -0.868
O 0.21771 0.09312 0.27538 -0.289
O -0.83326 -0.96388 -1.39153 -0.627
O 1.33091 2.84899 2.22986 -0.662
H 0.58557 2.84325 2.91702 0.323
H 1.42440 1.75606 2.25804 0.312
O 1.34608 -3.34292 1.21319 -0.685
H 1.95083 -2.56014 1.15564 0.311
H 0.47893 -2.86592 1.16286 0.365
O 3.25894 1.23499 -0.13489 -0.556
H 2.49986 1.54185 -0.36386 0.290
H 4.05281 1.74797 0.06155 0.266
O -2.82233 -1.44812 -3.56585 -0.646
H -2.44628 -1.46389 -2.61456 0.369
H -3.76747 -1.45075 -3.39430 0.306
O -2.26006 -0.26833 2.58704 -0.755
H -1.55760 -0.49844 2.02624 0.354
H -3.16478 -0.48194 2.38070 0.304
O 0.73297 -3.00217 -2.46270 -0.684
H 1.25731 -3.45040 -1.77593 0.323
H 0.33280 -2.23832 -2.12121 0.336
O 1.11307 1.73308 -1.83805 -0.582
H 0.62028 1.21440 -1.40725 0.346
H 1.31567 1.29751 -2.62216 0.292
O 2.16524 -0.02236 2.70364 -0.648
H 1.89479 -0.61860 3.43211 0.319
H 2.15369 -0.44631 1.89550 0.238
O -2.09307 2.01497 1.07912 -0.669
H -2.12005 1.23105 1.53505 0.367
H -1.54147 2.08229 0.22390 0.421
O -1.71925 2.00940 -1.60755 -0.536
H -1.28243 2.60935 -2.06055 0.273
H -1.55766 1.40150 -2.21941 0.238



[6]
88
Properties=species:S:1:pos:R:3:mulliken_charge:R:1 method="wB97M-V/def2-TZVPD" charge=+1 homo_ev=-10.981 orbital_gap_ev=7.9
C -3.37548 0.33592 -3.81257 -0.948
N -3.44364 1.20897 -2.63195 -0.078
C -2.21050 1.82355 -2.27864 -1.226
N -1.23066 0.82068 -1.74575 0.712
C 0.03485 1.47758 -1.21824 -1.149
C 0.43543 0.67417 0.04368 0.517
I 2.54889 0.29539 -0.07306 0.174
C 0.04511 1.54115 1.26911 -0.711
C -0.25693 0.91422 2.63273 -1.466
C 0.91156 0.46843 3.51892 -0.334
C 2.09783 1.43309 3.55371 -0.059
C 2.91626 1.34699 4.84570 -1.610
C 3.27592 -0.07309 5.27815 -0.514
C 4.33499 -0.72976 4.37213 -0.538
C 5.45942 -1.44177 5.12843 -0.787
C 5.10175 -2.87917 5.45196 -0.445
O 6.04666 -3.38059 6.36986 -0.340
C 5.97932 -4.77609 6.59070 -0.703
C -0.33340 -0.64306 -0.17956 2.089
C -0.33542 -1.75117 0.87507 -0.347
C 0.21054 -3.05306 0.30426 -1.042
O -0.66821 -3.53649 -0.68930 -0.256
Si -0.08732 -4.42746 -1.97422 0.629
C 0.77157 -3.28035 -3.20384 -1.081
C 1.13425 -5.71695 -1.39363 -1.194
C -1.58711 -5.20263 -2.75823 -1.161
C -1.68649 -0.12756 -0.65175 -1.410
O -2.50515 -1.09387 -1.17828 -0.479
H -4.11588 0.64456 -4.54889 0.383
H -2.39780 0.38323 -4.31074 0.278
H -3.56370 -0.70290 -3.54583 0.236
H -4.10493 1.95788 -2.81358 0.415
H -2.37764 2.54030 -1.47345 0.539
H -1.68841 2.33863 -3.10043 0.336
H -0.93309 0.20440 -2.50721 0.496
H -0.18901 2.51709 -0.98730 0.422
H 0.77073 1.46331 -2.01741 0.302
H 0.79840 2.32489 1.37811 0.617
H -0.87135 2.06123 0.96435 0.348
H -0.80471 1.67236 3.19843 0.579
H -0.96585 0.09658 2.49245 0.244
H 0.52167 0.38895 4.53800 0.604
H 1.25263 -0.53912 3.25959 -0.062
H 2.76416 1.23605 2.71359 -0.035
H 1.74092 2.46214 3.43790 0.464
H 2.38885 1.86103 5.65391 0.354
H 3.85266 1.89116 4.69049 0.467
H 2.38227 -0.70178 5.31706 0.281
H 3.65143 -0.03518 6.30318 0.681
H 3.85197 -1.45737 3.70842 0.188
H 4.77311 0.02769 3.71590 0.464
H 5.67860 -0.92948 6.06788 0.303
H 6.38108 -1.43398 4.54346 0.277
H 5.11212 -3.48615 4.53546 0.335
H 4.08928 -2.93173 5.88315 0.339
H 6.96889 -5.21218 6.44277 0.242
H 5.28001 -5.26297 5.90435 0.336
H 5.65480 -4.98280 7.61396 0.241
H 0.12243 -1.08791 -1.07472 -0.796
H 0.28531 -1.47881 1.72820 -0.226
H -1.35420 -1.93044 1.22774 0.415
H 1.21167 -2.85593 -0.10951 0.368
H 0.33114 -3.78898 1.10515 0.450
H 1.79454 -3.60223 -3.40242 0.356
H 0.82829 -2.24483 -2.85494 0.210
H 0.22491 -3.27333 -4.14911 0.337
H 0.96039 -6.02943 -0.36243 0.322
H 2.16477 -5.36709 -1.47197 0.335
H 1.04004 -6.59908 -2.03213 0.368
H -1.48384 -5.23794 -3.84423 0.378
H -2.47357 -4.60904 -2.52324 0.279
H -1.74765 -6.21758 -2.39422 0.313
H -2.17836 0.48493 0.10992 0.525
H -3.41269 -0.99832 -0.84512 0.465
C -4.83270 7.46582 -6.54851 -0.438
C -4.12888 7.75132 -5.38549 -0.459
C -4.02738 6.80106 -4.38355 -0.350
C -4.63926 5.57497 -4.58085 0.245
C -5.35020 5.26649 -5.72792 -0.328
C -5.44266 6.22945 -6.71865 -0.478
N -4.52984 4.56241 -3.52582 1.098
O -3.91942 4.83971 -2.51089 -0.609
O -5.05154 3.47257 -3.71819 -0.734
H -4.90897 8.21335 -7.32662 0.390
H -3.66042 8.71694 -5.25581 0.381
H -3.49167 7.00308 -3.46844 0.445
H -5.82094 4.30131 -5.83613 0.440
H -5.99453 6.01460 -7.62304 0.380